275
Properties=species:S:1:pos:R:3:lowdin_charge:R:1 method="wB97M-V/def2-TZVPD" homo_lumo_gap_ev=8.115 total_energy_ha=-4983.675062 molar_mass_g_mol=1484.393 fmax_ev_per_a=4.183 total_charge=+5
H 3.25542 -1.79982 -3.51819 0.13
F 6.63317 -0.60706 2.83370 0.11
H -3.48791 0.54667 -0.46667 0.12
H 0.85432 4.24951 -0.49263 0.10
H -4.94840 -7.89020 -2.21695 0.12
N 0.25844 6.44509 -2.88714 -0.20
H -0.83371 10.06329 -4.34155 0.05
H -0.69739 0.79739 -4.01247 0.09
H -4.48220 -2.16617 -1.62690 0.12
C 1.00237 -3.38862 -8.64050 -0.11
H 0.81214 -7.15726 3.40399 0.08
H 5.17596 3.94361 5.04354 0.13
H -2.68293 13.30917 1.57396 0.13
H -4.75855 -9.97532 -0.95684 0.11
H 2.19325 6.14153 -3.53991 0.14
C 1.14234 -1.20301 -3.56593 -0.08
H -1.12951 4.90470 -2.89301 0.12
C -1.93554 -5.18386 -1.41144 -0.10
H 5.13695 1.22330 4.15936 0.08
H -2.73487 -1.84018 -5.57872 0.06
C -6.58397 -0.31372 0.20122 -0.16
C 1.29371 5.00705 -1.14160 -0.12
H -0.61167 -4.67378 3.01790 0.10
H 2.85648 2.41079 1.71583 0.13
C 1.07814 -1.66900 -6.84292 -0.17
C 4.24883 2.73448 -0.49165 -0.26
H 2.36904 -3.57431 8.35192 0.09
H 7.42186 2.33196 5.98496 0.10
H -1.15949 -2.22071 -0.01868 0.07
H -6.67418 -1.16753 0.87276 0.13
C 0.47969 7.91296 -3.19932 -0.09
H -5.58280 1.54396 0.75871 0.13
H -4.73783 -5.13819 -4.47288 0.11
H 4.41718 1.66081 -0.40820 0.09
C -1.34304 -1.74592 4.10582 -0.03
C 0.03372 -2.71838 6.00361 -0.06
H -7.29188 -0.13577 -1.91200 0.13
H -6.45172 0.21279 -4.04877 0.10
H -5.07208 2.76617 -5.20768 0.06
H -6.71941 -6.86380 -5.38765 0.13
C -1.60024 -0.35021 4.75110 -0.17
C 0.79019 -0.69364 4.69898 -0.08
C 1.35203 -5.35276 2.40204 -0.24
H -0.61989 6.09758 -0.85103 0.11
H 2.26773 -2.87958 6.32983 0.11
C -4.23014 -10.50840 -1.74723 -0.22
C -6.55019 -0.62304 -1.27911 -0.05
H 1.55322 -7.46691 1.74458 0.08
C -0.41347 1.45485 -0.48665 -0.47
C -3.35492 6.08390 1.97836 -0.07
C 5.79386 -1.00452 1.83340 -0.63
H 1.35626 1.36992 -3.19726 0.10
C 1.31288 -3.57492 8.08245 -0.08
H -2.78413 -3.71820 -5.49574 0.06
H 2.22758 5.47144 -0.82486 0.12
H -2.09756 7.27963 -1.88140 0.08
H 1.72702 7.85983 -4.97743 0.10
C 1.31523 5.49630 -3.51063 -0.10
H -4.98111 0.29389 -4.59603 0.09
H -1.98653 -0.49408 5.76015 0.11
H -4.60777 8.19320 3.57404 0.12
C 2.51726 -1.24649 -2.93762 -0.18
C -3.10643 -11.34916 -1.18114 -0.11
C 1.91256 -2.38400 -7.93422 -0.23
C 1.20572 9.66875 -5.06767 -0.21
H -1.53664 9.94080 3.66928 0.11
H -4.34121 7.26126 -2.76998 0.08
C -3.79516 8.48069 2.90688 -0.19
H 2.41505 -1.66314 -8.57917 0.12
H -3.44792 10.17327 1.55184 0.12
H -4.18034 -2.90777 -5.17736 0.06
C 2.06533 0.95355 -3.91276 -0.02
H 0.38493 -2.93939 0.57240 0.05
C 3.06422 0.09369 -3.05357 -0.16
C 1.47726 4.39623 -2.54191 -0.18
H -4.96671 10.31430 2.30982 0.13
H -2.11013 13.76160 3.27089 0.13
H 2.03977 2.36827 3.55538 0.10
H 2.44463 3.95712 -2.78581 0.10
H 0.98185 5.12468 -4.47958 0.13
H -4.28757 5.65794 2.34824 0.08
H -5.07922 0.06803 1.62536 0.13
H -0.18278 0.99691 5.70146 0.12
C -2.45504 12.98421 2.58913 -0.15
H 6.72131 1.89676 3.71058 0.11
C -1.87555 10.97320 3.75518 -0.05
H -2.62983 -9.05085 -2.39490 0.10
O 3.49185 -0.24231 3.18596 -0.38
C -5.06171 -6.16571 -4.30737 -0.12
H 5.68659 4.09631 3.37230 0.12
H -0.42066 8.29196 -2.71578 0.11
C -0.28589 0.42857 -4.95201 -0.07
H 4.05764 0.06178 -3.50098 0.13
H 3.92231 5.47335 2.81977 0.12
H -5.28446 -8.92744 -5.81031 0.12
C -4.47566 -1.51453 -2.50063 -0.10
H -4.48523 12.51524 2.43174 0.14
H -2.41509 -1.22735 -1.93772 0.10
H -5.36689 -8.80492 -3.74113 0.13
H 4.53131 3.36307 -2.65193 0.07
H -0.33036 -1.87825 6.59497 0.12
H 2.66200 3.88588 6.23882 0.11
C -3.94849 9.97468 2.49952 -0.08
H -0.03616 7.79125 -5.37804 0.12
H -2.92516 -8.53747 -5.25746 0.13
H -4.05325 -1.04773 -0.07636 0.13
H 1.45171 -0.69766 -0.15175 0.11
H -4.62752 7.76206 1.19376 0.11
N 0.15922 -2.11578 4.57376 -0.18
H -5.56579 1.66168 -1.87062 0.13
H -3.46004 -10.00849 -3.67272 0.11
C -2.57056 -2.67612 -3.59272 -0.20
C -5.64726 -6.77062 -5.56061 -0.17
H -6.27438 3.03626 -4.08736 0.07
H -3.49498 -11.98114 -0.38255 0.09
C -3.13128 -6.01456 -1.84538 -0.23
H 0.70836 3.65324 -2.75367 0.09
C -3.00387 -1.41116 -2.83642 -0.18
C -1.38200 11.83675 2.56528 -0.12
H 0.90155 -2.35811 2.56749 0.08
C 5.84986 2.02484 4.35267 -0.23
H -1.29228 11.29871 1.62158 0.10
H 0.69333 -2.38727 -6.11899 0.10
H -1.06547 5.60734 -4.34002 0.12
H 0.32309 -2.59615 -0.99417 0.06
S 4.05995 -1.50826 2.67981 0.54
C 4.55660 3.36979 0.91796 -0.16
H 1.24946 -4.99146 1.37879 0.08
H 2.45038 4.71672 2.34118 0.12
H 1.49911 -4.38499 6.13554 0.10
H -1.73080 2.84628 -7.07933 0.08
H -2.40517 -10.61923 -0.77675 0.07
H -5.63423 -5.92724 -6.25100 0.12
H 2.47765 -1.73950 -1.96630 0.12
C -4.86730 -7.95177 -6.05961 -0.13
C 1.81852 -0.54853 -6.00262 -0.07
C -5.63608 0.93458 -4.00557 -0.20
H -2.38432 0.23141 4.26628 0.11
H -0.81279 -3.37482 5.80215 0.12
N -3.94666 -7.16426 -3.98738 -0.17
H -2.78543 5.48766 1.26542 0.05
F -0.02283 2.22532 1.84065 0.10
H -3.77818 11.32676 5.73243 0.13
C -3.79981 6.31522 -2.76884 -0.06
H 1.60225 9.87843 -6.06110 0.12
H 1.86467 -2.81132 3.90482 0.10
H -7.49053 0.25978 0.39446 0.13
C -4.21450 10.67392 4.97645 -0.12
H -2.81717 6.08791 2.92647 0.06
C 0.72843 8.22018 -4.73033 -0.17
H -1.21047 -1.49759 3.05280 0.11
H -1.73538 11.39120 4.75204 0.14
H 1.53989 -3.96301 -9.39497 0.08
C -6.18790 11.34967 6.23969 -0.09
C -4.58798 -8.32317 -3.15009 -0.08
H -2.01904 -7.27623 -3.10678 0.13
H 5.84173 2.73403 -1.91630 0.09
C 6.45127 1.91912 5.70998 -0.10
H -6.68016 -1.67745 -1.52290 0.12
H -2.02559 -4.67527 -0.45158 0.08
H 0.85021 -2.67053 8.47753 0.08
H 1.69672 5.81948 4.41371 0.11
H -1.16903 -5.90439 -1.12616 0.09
C 2.53930 5.14385 4.56096 -0.15
H 0.80483 7.13884 -0.87589 0.12
H 4.42025 1.70325 2.17273 0.10
H -2.06947 -2.54697 4.24268 0.13
H 0.43394 -0.59085 1.20960 0.10
H -3.17075 -6.87559 -1.17817 0.12
H -3.89800 13.06542 4.07295 0.14
C 0.93829 -6.82366 2.37399 -0.10
C -1.15434 5.91618 -3.29847 -0.08
C -4.39365 -0.04629 -0.33970 -0.12
H -3.99177 5.74969 -1.85700 0.06
H -2.92252 -3.53658 -3.02366 0.07
H -0.62625 10.64750 -5.91230 0.08
H -2.54179 1.99148 -5.82614 0.06
H 1.99453 9.85273 -4.33826 0.11
H 3.12458 1.88967 4.79446 0.12
H -3.97293 1.39237 -2.60427 0.12
C 0.37004 6.22827 -1.28811 -0.03
N -3.45472 10.97299 3.61417 -0.15
C -2.32950 6.88715 -2.87147 -0.18
H -1.49030 -2.53541 -3.55621 0.08
H -1.50755 -4.62506 -2.24372 0.06
H 5.62717 3.40725 1.11941 0.13
H -6.09562 10.57598 7.00192 0.09
H 2.14607 0.31748 -6.57782 0.12
H 2.42062 -5.30090 2.61071 0.12
H -4.65713 -8.00174 -7.12799 0.13
H 1.12070 -0.50271 3.67799 0.09
H -5.85018 -6.05269 -3.56331 0.13
H -5.74025 11.87865 4.30012 0.10
H -6.32113 10.16410 4.42817 0.12
H 0.42558 -0.83771 -2.83045 0.11
H 3.18689 5.78062 5.16365 0.12
H 1.43990 7.93981 -2.68418 0.13
H 0.20183 -1.31944 -7.38879 0.10
H -4.86810 -11.21114 -2.28320 0.12
H -4.12335 9.67101 5.39353 0.13
C 4.94339 3.28881 -1.64556 -0.12
H -2.93001 7.97209 0.96892 0.09
F 5.49568 -0.03572 1.03749 0.14
C -3.58421 -9.43703 -2.75288 -0.16
H -0.13156 2.63879 -5.39834 0.08
C -0.07119 -2.18267 -0.06590 -0.04
F -1.94147 1.12521 1.46506 0.13
H -0.08374 -6.79596 1.99611 0.06
C 1.33928 -3.39793 6.56944 -0.21
C 2.17247 3.78316 5.27037 -0.09
H 0.68829 -4.24868 -8.04909 0.07
H 3.15597 0.32957 -1.99336 0.11
C 0.41859 -4.47611 3.31384 -0.12
H -7.25562 11.53252 6.36075 0.08
H -5.88894 12.34542 6.56710 0.09
H -6.67315 2.17138 -5.52845 0.09
O -0.46809 0.11389 -0.55367 -0.11
H 0.88035 -4.52231 8.40412 0.09
C 5.19345 3.43151 4.08148 -0.04
F -1.53733 3.13875 0.79421 0.12
H -0.22538 1.12026 3.99457 0.09
H 0.39063 1.65590 -6.78885 0.10
H 0.64585 1.70854 -0.52641 0.12
H 3.19375 2.84761 -0.74092 0.08
O 4.37273 -2.45813 3.77321 -0.34
H 2.67077 -2.96046 -7.40421 0.11
H -0.37235 12.21868 2.71639 0.12
C -3.66571 7.59163 1.67749 -0.25
C 3.11775 4.84036 3.19407 -0.06
H -2.96941 -6.84281 -5.93522 0.14
H 1.10868 3.64219 5.46157 0.11
C 2.76754 2.77019 4.26030 -0.12
C -5.67302 10.93598 4.84321 -0.24
H -2.89656 8.36813 3.51346 0.10
H 2.53416 1.58493 -4.66751 0.13
H 0.13891 11.49678 -4.54848 0.08
H -2.46423 -11.84754 -1.90729 0.09
C -0.99439 1.94037 0.93608 -0.52
H -5.21732 -1.82915 -3.23483 0.13
N 1.14694 -0.09494 -4.68667 -0.17
H -4.10762 5.65542 -3.58002 0.07
H 5.65475 2.13656 6.42158 0.08
C -1.74126 1.88869 -6.55874 -0.09
H 2.74889 -0.96885 -5.62073 0.12
H 5.34512 4.23031 -1.27102 0.09
C -0.07677 10.51922 -4.97971 -0.10
H -1.87698 1.14529 -7.34427 0.08
H -0.92830 -0.38353 -5.29248 0.10
H 4.36187 4.44218 0.90558 0.10
H -2.25475 7.75234 -3.53022 0.10
O -0.95208 1.94890 -1.71140 -0.25
N -5.06344 -0.27478 -1.70567 -0.17
C -5.36681 0.48031 0.65820 -0.14
F 6.31499 -2.00822 1.13310 0.16
H 6.54222 0.85907 5.94690 0.09
C -3.10391 -2.75117 -5.10754 -0.05
H -2.41921 -5.74520 -3.98954 0.12
C -3.68991 12.48160 3.17632 -0.11
H -3.00372 -0.45525 -3.36019 0.10
C -4.99712 1.02373 -2.54718 -0.07
C 3.87239 2.63620 2.04017 -0.13
C -5.91475 2.24852 -4.74936 -0.08
C -3.50891 -7.62926 -5.40745 -0.06
H -4.10669 -5.54356 -1.72359 0.11
H 0.68845 -2.10544 -3.97544 0.11
H 0.37292 -4.89357 4.31970 0.09
C -0.32368 1.73012 -5.96887 -0.17
H 0.17916 -2.98968 -9.23320 0.08
H 1.64889 -0.62665 5.36702 0.14
C 0.86243 -2.93167 3.49356 -0.08
C -2.73827 -6.46786 -3.23850 -0.09
C 0.39752 -0.69638 0.12533 -0.26
C -0.30200 0.39241 4.80231 -0.16
N 3.81084 3.39778 3.35679 -0.16
O 3.29198 -2.16941 1.59116 -0.37